Molecular formula: C18H22KN7O6S2Se
Method: DFT, ωB97M-V/def2-TZVPD

Last column: Mulliken charge in e.
Cartesian coordinates (Å):
K  -0.093  4.121  -2.509  0.839
N  -7.427  1.983  -3.821  -0.623
C  -6.343  2.540  -3.116  1.095
C  -6.500  2.958  -1.798  -0.681
C  -5.424  3.466  -1.089  -0.220
C  -4.176  3.571  -1.684  -0.096
C  -4.018  3.154  -2.997  -0.418
C  -5.088  2.638  -3.710  -0.845
S  -2.795  4.232  -0.777  1.469
O  -3.379  4.826  0.404  -0.795
O  -2.130  5.138  -1.714  -0.899
N  -1.750  3.097  -0.541  -0.401
C  -2.054  1.970  0.165  0.120
N  -1.000  1.153  0.388  -0.366
C  -1.254  0.007  0.985  0.184
C  -2.532  -0.366  1.396  -0.930
C  -3.530  0.551  1.145  -0.161
N  -3.316  1.712  0.538  -0.353
H  -8.321  2.340  -3.519  0.229
H  -7.338  2.066  -4.823  0.237
H  -7.469  2.875  -1.319  0.253
H  -5.535  3.778  -0.061  0.457
H  -3.055  3.241  -3.484  0.359
H  -4.946  2.314  -4.734  0.269
H  -0.406  -0.652  1.145  0.421
H  -2.723  -1.312  1.882  0.369
H  -4.557  0.349  1.440  0.375
C  1.884  -5.729  2.876  -1.238
C  3.188  -5.033  2.535  -0.548
S  2.994  -3.268  2.510  1.322
O  2.028  -2.948  1.486  -0.654
O  2.723  -2.835  3.867  -0.729
C  4.606  -2.736  2.052  -0.817
C  4.758  -1.229  1.834  -1.202
N  4.324  -0.816  0.524  0.296
C  3.216  -0.039  0.273  0.986
N  3.039  0.179  -1.000  -0.691
C  4.076  -0.475  -1.642  -0.780
C  4.882  -1.097  -0.725  0.095
N  6.013  -1.863  -0.914  0.816
O  6.682  -2.277  0.119  -0.804
O  6.368  -2.123  -2.108  -0.817
C  2.318  0.469  1.346  -1.199
H  2.043  -6.808  2.870  0.402
H  1.113  -5.486  2.147  0.314
H  1.530  -5.439  3.864  0.316
H  3.548  -5.315  1.545  0.387
H  3.966  -5.253  3.267  0.373
H  4.944  -3.236  1.144  0.546
H  5.247  -3.059  2.876  0.491
H  5.818  -1.012  1.953  0.377
H  4.189  -0.661  2.569  0.479
H  4.208  -0.475  -2.708  0.481
H  1.850  -0.341  1.911  0.175
H  1.542  1.061  0.863  0.299
H  2.838  1.109  2.067  0.356
Se  1.226  4.987  -5.194  -0.920

Cartesian forces, eV/Å:
K 0.81 -0.41 -0.14
N -0.05 0.03 -0.03
C -0.03 -0.02 -0.06
C 0.05 0.03 0.06
C 0.01 -0.02 0.01
C -0.12 -0.06 -0.16
C 0.08 0.01 -0.02
C 0.03 0.02 0.03
S -0.54 0.43 -0.15
O 0.19 0.04 0.01
O -0.81 0.36 0.38
N 0.21 -0.49 0.24
C 0.28 0.31 -0.33
N -0.05 -0.08 0.03
C -0.04 -0.02 0.04
C 0.06 -0.08 0.01
C -0.01 0.09 -0.03
N -0.20 -0.17 0.20
H 0.02 -0.02 0.01
H 0.03 -0.01 0.02
H -0.02 -0.01 -0.01
H 0.02 0.02 0.03
H 0.01 0.01 0.03
H -0.02 -0.01 -0.01
H 0.04 -0.01 0.00
H 0.00 -0.01 0.00
H -0.02 0.02 -0.01
C -0.05 -0.04 0.02
C 0.13 -0.23 -0.01
S -0.41 0.21 -0.05
O 0.07 -0.04 0.09
O 0.04 -0.03 -0.02
C 0.42 0.09 0.04
C 0.02 -0.08 -0.08
N -0.04 0.21 -0.15
C -0.20 0.02 0.10
N 0.30 -0.11 -0.08
C -0.16 0.07 -0.01
C 0.19 -0.19 0.21
N -0.23 0.17 0.03
O 0.10 -0.11 0.33
O 0.07 -0.04 -0.31
C -0.03 0.14 0.02
H -0.05 0.00 0.00
H 0.00 0.02 -0.01
H 0.01 0.04 0.01
H 0.00 0.01 -0.02
H 0.02 0.02 0.00
H -0.07 -0.09 0.00
H 0.01 0.01 -0.01
H -0.05 0.00 -0.02
H -0.01 -0.04 0.03
H -0.03 0.02 -0.04
H 0.00 -0.03 -0.03
H -0.05 -0.05 0.04
H 0.05 0.02 -0.04
Se 0.03 0.09 -0.19

Output
Orbital gap (spin up / spin down) in eV: 5.984 / 3.978
Multiplicity: 1
Lowest unoccupied orbital energy (spin up / spin down) in eV: 3.65 / 3.66
Charge: -2

Molecular formula: C18H22N2O3S
Method: DFT, ωB97M-V/def2-TZVPD

Last column: Mulliken charge in e.
Cartesian coordinates (Å):
C  2.608  4.138  -1.553  -1.291
C  1.734  3.410  -0.538  0.077
C  2.303  3.447  0.880  -0.769
C  3.587  2.622  1.051  -1.303
C  3.359  1.185  0.685  0.426
C  2.534  0.385  1.469  -0.337
C  2.239  -0.912  1.103  -0.041
C  2.758  -1.438  -0.076  -0.212
N  2.422  -2.732  -0.504  -0.073
C  1.203  -3.341  -0.458  -0.002
O  1.086  -4.522  -0.721  -0.657
C  0.040  -2.472  -0.120  -0.187
C  -0.136  -1.225  -0.714  -0.231
C  -1.234  -0.447  -0.406  -0.121
C  -2.182  -0.908  0.507  0.875
N  -3.274  -0.121  0.840  -0.284
S  -3.889  1.135  -0.071  1.062
C  -4.358  0.338  -1.625  -0.838
O  -2.869  2.101  -0.333  -0.592
O  -5.069  1.542  0.625  -0.657
C  -2.022  -2.168  1.081  -0.849
C  -0.925  -2.943  0.764  -0.676
C  3.634  -0.669  -0.834  -0.688
C  3.924  0.629  -0.455  -0.510
H  3.575  3.654  -1.659  0.253
H  2.126  4.145  -2.528  0.389
H  2.771  5.169  -1.246  0.317
H  0.745  3.873  -0.525  0.381
H  1.605  2.370  -0.845  -0.018
H  1.545  3.062  1.565  0.367
H  2.510  4.483  1.160  0.460
H  4.382  3.042  0.434  0.401
H  3.903  2.689  2.096  0.371
H  2.116  0.784  2.381  0.446
H  1.601  -1.520  1.725  0.576
H  3.164  -3.294  -0.903  0.267
H  0.585  -0.860  -1.429  0.427
H  -1.351  0.532  -0.840  0.503
H  -3.942  -0.511  1.483  0.221
H  -5.187  -0.326  -1.421  0.311
H  -4.656  1.119  -2.313  0.345
H  -3.502  -0.201  -2.007  0.337
H  -2.761  -2.532  1.780  0.343
H  -0.801  -3.921  1.203  0.433
H  4.070  -1.084  -1.731  0.440
H  4.591  1.220  -1.065  0.309

Cartesian forces, eV/Å:
C -0.19 -0.17 0.09
C 0.06 0.19 0.11
C 0.01 -0.09 -0.18
C -0.19 0.12 0.09
C 0.18 0.01 -0.02
C 0.04 -0.01 -0.10
C 0.18 -0.06 0.00
C 0.21 0.42 0.19
N 0.47 -0.23 -0.24
C -0.05 -0.08 -0.10
O -0.11 -0.11 0.08
C -0.36 -0.01 -0.08
C -0.14 -0.26 0.04
C 0.06 -0.05 -0.02
C 0.67 -0.23 -0.36
N -0.57 0.66 -0.05
S -0.36 -0.42 -0.17
C 0.25 0.41 0.75
O 0.21 -0.19 -0.15
O -0.17 -0.21 0.04
C -0.14 0.19 0.04
C 0.21 0.07 -0.14
C -0.19 -0.21 0.04
C -0.01 0.05 0.14
H 0.16 -0.01 -0.06
H 0.03 0.04 -0.13
H 0.06 0.12 0.00
H -0.04 -0.07 -0.02
H -0.11 -0.02 -0.02
H 0.00 0.04 0.10
H -0.06 0.04 0.07
H 0.08 -0.01 0.04
H 0.09 0.03 -0.04
H -0.07 0.06 0.12
H -0.03 -0.03 0.06
H -0.20 -0.02 0.08
H 0.09 0.07 -0.02
H 0.11 0.06 -0.08
H -0.19 0.08 0.04
H -0.12 -0.13 0.07
H -0.02 0.19 -0.07
H 0.16 -0.10 -0.08
H -0.09 -0.06 0.08
H -0.01 -0.10 0.03
H 0.00 -0.04 -0.12
H 0.07 0.09 -0.05

Output
Orbital gap in eV: 9.058
Multiplicity: 1
Lowest unoccupied orbital energy in eV: 0.58
SMILES: CCCCc1ccc(NC(=O)c2ccc(NS(C)(=O)=O)cc2)cc1

Molecular formula: C18H22N2O5S
Method: DFT, ωB97M-V/def2-TZVPD

Last column: Mulliken charge in e.
Cartesian coordinates (Å):
C  -3.164  -1.777  0.743  -0.672
C  -2.844  -3.243  1.004  -0.714
C  -1.436  -3.428  1.564  -0.768
N  -0.429  -2.978  0.630  -0.096
C  0.551  -2.115  0.970  0.847
O  0.617  -1.652  2.106  -0.791
C  1.506  -1.751  -0.109  0.908
C  1.661  -2.535  -1.254  -0.651
C  2.500  -2.153  -2.281  -0.892
C  3.217  -0.968  -2.179  -0.633
C  3.121  -0.198  -1.041  -0.144
C  2.281  -0.578  0.010  -0.616
N  2.248  0.201  1.152  -0.364
S  1.854  1.832  1.070  1.142
O  2.661  2.456  0.064  -0.659
O  1.907  2.335  2.406  -0.716
C  0.163  1.747  0.509  -0.513
C  -0.878  1.950  1.380  -0.921
C  -2.182  1.807  0.920  -0.203
C  -2.430  1.431  -0.392  0.551
O  -3.660  1.259  -0.935  -0.370
C  -4.790  1.557  -0.149  -0.984
C  -1.342  1.193  -1.271  0.758
O  -1.668  0.791  -2.525  -0.445
C  -0.622  0.554  -3.437  -0.749
C  -0.051  1.373  -0.809  -0.353
H  -4.176  -1.673  0.361  0.386
H  -2.478  -1.356  0.012  -0.011
H  -3.072  -1.202  1.662  0.353
H  -2.943  -3.812  0.076  0.347
H  -3.555  -3.655  1.723  0.379
H  -1.301  -2.841  2.475  0.389
H  -1.265  -4.486  1.800  0.276
H  -0.513  -3.303  -0.318  0.210
H  1.141  -3.479  -1.342  0.498
H  2.602  -2.779  -3.155  0.424
H  3.870  -0.662  -2.982  0.425
H  3.682  0.715  -0.934  0.508
H  1.734  -0.259  1.910  0.509
H  -0.666  2.227  2.399  0.495
H  -2.999  1.987  1.598  0.433
H  -5.648  1.384  -0.797  0.235
H  -4.787  2.601  0.177  0.396
H  -4.858  0.902  0.725  0.352
H  -1.107  0.241  -4.361  0.262
H  0.047  -0.240  -3.088  0.196
H  -0.038  1.460  -3.622  0.366
H  0.808  1.245  -1.446  0.618

Cartesian forces, eV/Å:
C -0.02 -0.24 -0.02
C 0.20 0.23 0.08
C -0.25 -0.21 0.23
N -0.07 -0.18 -0.22
C -0.25 -0.14 -0.04
O 0.13 0.05 0.15
C 0.40 0.35 -0.06
C 0.02 0.07 0.05
C -0.04 -0.06 -0.10
C -0.09 -0.03 0.05
C 0.01 -0.07 -0.01
C 0.08 -0.56 -0.83
N 0.00 1.07 0.80
S -0.19 -0.25 0.03
O -0.18 -0.22 -0.20
O -0.28 -0.27 0.10
C 0.54 0.20 0.38
C 0.17 0.07 0.08
C -0.15 -0.06 -0.19
C 0.06 0.00 -0.13
O 0.41 -0.06 -0.12
C -0.18 0.04 0.13
C -0.06 -0.04 0.07
O -0.25 0.14 0.33
C 0.18 -0.06 -0.14
C -0.22 -0.04 -0.43
H -0.09 0.10 -0.05
H 0.03 0.10 -0.06
H 0.00 0.12 0.09
H -0.07 -0.10 0.00
H 0.00 -0.11 -0.04
H -0.04 -0.14 -0.08
H 0.00 0.13 0.07
H 0.11 0.14 0.04
H -0.04 -0.05 0.01
H 0.01 -0.07 -0.06
H 0.08 0.04 -0.05
H 0.11 0.00 -0.02
H -0.04 0.06 0.04
H -0.05 0.04 0.16
H -0.11 0.01 0.04
H 0.03 0.02 0.09
H 0.02 -0.04 0.00
H 0.02 0.02 -0.01
H 0.09 0.02 0.04
H -0.01 0.03 0.01
H -0.01 -0.01 0.02
H -0.01 -0.04 -0.24

Output
Orbital gap in eV: 8.791
Multiplicity: 1
Lowest unoccupied orbital energy in eV: 0.39
SMILES: CCCNC(=O)c1ccccc1NS(=O)(=O)c1ccc(OC)c(OC)c1

Molecular formula: C18H22N2O5S
Method: DFT, ωB97M-V/def2-TZVPD

Last column: Mulliken charge in e.
Cartesian coordinates (Å):
C  0.984  3.692  -1.714  -1.090
C  0.243  4.324  -0.531  -0.125
C  0.922  5.580  0.072  -0.411
N  0.606  4.430  0.869  -0.147
S  1.971  3.467  1.376  1.374
O  3.236  3.895  0.784  -0.629
O  2.046  3.473  2.874  -0.753
C  1.603  1.783  0.766  -0.433
C  2.691  0.955  0.532  -0.604
C  2.487  -0.382  0.252  -1.265
C  1.175  -0.842  0.024  0.376
C  0.089  0.003  0.123  -0.464
C  0.290  1.320  0.521  -0.372
C  -1.245  -0.597  -0.134  3.216
O  -1.822  0.218  -1.198  -0.463
C  -3.219  0.080  -1.422  -0.478
C  -3.917  0.435  -0.145  -0.601
C  -3.443  -0.602  0.886  -0.545
O  -2.008  -0.476  1.076  -0.502
C  -0.719  -2.021  -0.467  -0.694
O  -1.439  -2.942  -0.881  -0.636
N  0.663  -2.081  -0.352  0.177
C  1.376  -3.339  -0.414  -1.189
C  1.050  -4.310  0.726  0.067
C  1.334  -5.789  0.505  -0.679
C  -0.079  -5.297  0.577  -0.492
H  0.848  4.338  -2.599  0.393
H  0.544  2.692  -1.941  0.166
H  2.071  3.630  -1.548  0.325
H  -0.811  4.390  -0.708  0.424
H  1.960  5.833  -0.217  0.293
H  0.266  6.452  0.250  0.240
H  3.698  1.359  0.682  0.468
H  3.354  -1.060  0.189  0.316
H  -0.574  1.972  0.693  0.606
H  -3.466  -0.935  -1.701  0.303
H  -3.517  0.730  -2.228  0.386
H  -4.997  0.335  -0.237  0.435
H  -3.646  1.407  0.224  0.262
H  -3.992  -0.498  1.825  0.362
H  -3.629  -1.635  0.536  0.313
H  1.092  -3.795  -1.352  0.380
H  2.470  -3.155  -0.475  0.356
H  1.273  -3.928  1.763  0.364
H  1.712  -6.290  1.430  0.242
H  1.801  -6.013  -0.426  0.299
H  -0.654  -5.487  1.495  0.255
H  -0.676  -5.316  -0.358  0.175

Cartesian forces, eV/Å:
C -0.12 -0.66 0.28
C 1.50 2.13 -1.28
C -1.09 0.66 -1.15
N 1.52 -2.18 1.04
S 1.39 0.06 3.29
O -1.40 -0.25 -0.45
O -1.13 -0.16 -3.55
C -1.10 0.67 -0.38
C 0.28 0.47 0.85
C -0.10 -1.37 -0.62
C 0.15 0.40 0.10
C 0.74 3.08 1.10
C 0.30 0.27 0.54
C 0.16 1.68 0.29
O 1.05 -1.26 0.36
C -0.06 -0.01 0.43
C -0.17 -1.56 0.77
C 0.12 -0.50 -0.66
O -0.15 -0.32 -0.59
C -2.32 -2.24 -1.80
O 1.47 1.52 0.94
N -0.45 -0.39 0.41
C 0.45 -0.62 0.31
C 0.31 0.55 0.53
C 0.27 0.49 2.10
C -0.62 -0.01 -0.32
H -0.16 -0.20 0.41
H 0.57 0.64 0.09
H -0.43 -0.20 0.04
H -0.56 -0.03 0.26
H -0.67 -0.59 0.26
H 0.57 -0.55 0.20
H -0.38 -0.27 -0.11
H -0.60 0.40 -0.08
H 0.35 -0.25 -0.11
H -0.05 -0.42 -0.18
H 0.34 0.33 -0.39
H -0.14 0.19 -0.08
H 0.02 0.63 -0.03
H 0.73 0.18 0.20
H -0.13 0.39 -0.05
H -0.06 -0.37 -0.34
H -0.69 0.15 0.14
H -0.39 -0.34 -1.28
H -0.17 0.23 -1.24
H 0.04 -0.51 -0.47
H 0.30 -0.12 -0.59
H 0.51 0.28 0.84

Output
Orbital gap in eV: 8.994
Multiplicity: 1
Lowest unoccupied orbital energy in eV: 0.18
SMILES: C[C@@H]1CN1S(=O)(=O)c1ccc2c(c1)C1(OCCCO1)C(=O)N2CC1CC1

Molecular formula: C18H22N4O2
Method: DFT, ωB97M-V/def2-TZVPD

Last column: Mulliken charge in e.
Cartesian coordinates (Å):
N  -2.038  1.905  0.506  -1.007
N  -1.132  0.980  -0.043  0.544
C  0.072  1.354  -0.482  0.153
O  0.486  2.503  -0.411  -0.724
C  0.899  0.234  -1.141  -0.370
C  0.156  -0.490  -2.270  -0.683
C  -0.143  0.327  -3.501  0.349
C  0.133  1.681  -3.621  -0.341
C  -0.167  2.357  -4.794  -0.811
C  -0.743  1.694  -5.861  -0.386
C  -1.024  0.342  -5.750  -0.612
C  -0.725  -0.331  -4.581  -0.391
N  1.366  -0.722  -0.143  0.033
C  0.582  -1.598  0.541  0.551
O  -0.634  -1.646  0.440  -0.767
N  1.278  -2.482  1.321  -0.253
C  0.611  -3.157  2.409  -0.825
C  0.838  -2.436  3.750  -1.213
C  0.392  -1.005  3.657  0.612
C  1.278  -0.012  3.256  -0.211
C  0.863  1.302  3.133  -0.458
C  -0.447  1.642  3.421  -0.748
C  -1.343  0.658  3.810  -0.383
C  -0.927  -0.656  3.919  -0.365
H  -2.024  1.832  1.525  0.281
H  -1.681  2.829  0.256  0.295
H  -1.376  -0.006  0.045  0.271
H  1.795  0.714  -1.546  0.482
H  -0.780  -0.898  -1.881  0.396
H  0.772  -1.345  -2.567  0.566
H  0.575  2.232  -2.807  0.377
H  0.053  3.412  -4.869  0.386
H  -0.974  2.224  -6.773  0.379
H  -1.475  -0.189  -6.576  0.371
H  -0.946  -1.386  -4.498  0.410
H  2.353  -0.720  0.049  0.304
H  2.265  -2.320  1.451  0.248
H  -0.452  -3.165  2.160  0.389
H  0.976  -4.187  2.469  0.364
H  1.901  -2.480  4.004  0.352
H  0.277  -2.960  4.524  0.421
H  2.311  -0.263  3.056  0.394
H  1.560  2.063  2.814  0.396
H  -0.763  2.674  3.352  0.431
H  -2.369  0.916  4.032  0.401
H  -1.630  -1.420  4.218  0.394

Cartesian forces, eV/Å:
N -0.10 0.23 -0.02
N -0.40 -0.10 0.30
C 0.10 -0.18 0.03
O 0.16 0.35 -0.04
C -0.31 -0.18 -0.10
C 0.08 0.00 0.03
C -0.01 -0.05 -0.02
C 0.03 -0.05 0.04
C -0.02 0.08 -0.11
C 0.00 0.12 -0.04
C -0.03 -0.10 -0.03
C -0.02 0.03 -0.01
N 0.38 0.19 -0.08
C 0.38 -0.14 -0.15
O -0.38 -0.07 -0.01
N 0.26 -0.18 0.09
C -0.05 -0.12 0.23
C -0.14 -0.05 -0.31
C 0.08 -0.05 0.16
C -0.03 0.01 0.09
C 0.04 0.09 -0.06
C 0.00 0.08 0.06
C -0.08 0.05 0.02
C 0.06 -0.01 0.00
H 0.24 0.03 -0.33
H -0.06 -0.24 0.09
H 0.11 0.25 -0.14
H -0.18 0.01 0.13
H 0.11 -0.04 -0.04
H -0.04 0.03 0.07
H 0.07 0.08 0.14
H 0.02 0.09 0.00
H -0.02 0.05 -0.07
H -0.03 -0.04 -0.06
H -0.03 -0.12 0.01
H -0.09 0.02 0.03
H -0.08 0.04 -0.09
H 0.12 -0.10 0.06
H -0.12 0.05 0.00
H -0.01 -0.03 0.07
H 0.07 -0.03 0.07
H 0.09 -0.04 0.00
H 0.05 0.07 -0.03
H -0.03 0.07 -0.01
H -0.08 0.03 0.03
H -0.09 -0.10 0.04

Output
Orbital gap in eV: 9.051
Multiplicity: 1
Lowest unoccupied orbital energy in eV: 0.48
SMILES: NNC(=O)[C@H](Cc1ccccc1)NC(=O)NCCc1ccccc1